59
Properties=species:S:1:pos:R:3:lowdin_spin:R:1 method="wB97M-V/def2-TZVPD" molar_mass_da=722.7 lumo_energy_ev="-0.75 / -0.75" energy_ev=-156503.529 orbital_gap_ev="8.011 / 7.859" multiplicity=2
Mn -0.20 -1.00 -2.48 0.97
Cl -1.69 1.31 -2.00 0.00
C -0.56 1.65 -3.30 0.00
C 0.38 0.66 -3.50 -0.01
C 1.28 0.90 -4.52 0.01
Cl 2.52 -0.30 -4.80 0.00
C 1.25 2.05 -5.30 0.00
Cl 2.40 2.29 -6.56 0.00
C 0.28 3.02 -5.05 0.01
Cl 0.21 4.45 -6.01 0.00
C -0.65 2.83 -4.03 0.00
Cl -1.85 4.01 -3.68 0.00
C -3.46 -3.42 2.86 0.00
C -3.01 -3.39 1.43 0.00
C -3.41 -2.37 0.56 0.00
C -2.96 -2.32 -0.75 0.00
C -2.10 -3.31 -1.20 0.00
C -1.71 -4.36 -0.37 0.00
C -2.16 -4.38 0.93 0.00
S -1.38 -3.22 -2.81 0.00
O -1.80 -1.90 -3.37 0.01
O -1.72 -4.38 -3.55 0.00
O 0.08 -3.00 -2.53 0.00
H -4.06 -2.54 3.11 0.00
H -2.60 -3.44 3.53 0.00
H -4.06 -4.31 3.06 0.00
H -4.07 -1.60 0.93 0.00
H -3.27 -1.53 -1.42 0.00
H -1.04 -5.12 -0.74 0.00
H -1.84 -5.18 1.60 0.00
C -0.45 4.39 3.09 0.00
C 1.03 4.02 3.10 0.00
S 1.27 2.24 3.10 0.00
O 1.70 1.82 4.41 0.00
O 0.12 1.62 2.49 0.00
C 2.64 2.01 2.00 0.00
C 2.99 0.54 1.82 0.00
N 2.00 -0.21 1.05 0.00
C 1.66 0.05 -0.24 0.00
N 0.59 -0.64 -0.60 0.01
C 0.23 -1.41 0.48 0.00
C 1.07 -1.14 1.49 0.00
N 1.05 -1.76 2.79 0.00
O 0.06 -2.41 3.06 0.00
O 2.02 -1.62 3.52 0.00
C 2.41 1.00 -1.11 0.00
H -0.54 5.47 2.98 0.00
H -0.93 4.10 4.03 0.00
H -0.97 3.90 2.28 0.00
H 1.54 4.36 4.00 0.00
H 1.55 4.40 2.22 0.00
H 3.49 2.52 2.47 0.00
H 2.40 2.51 1.06 0.00
H 3.11 0.06 2.78 0.00
H 3.94 0.47 1.29 0.00
H -0.61 -2.08 0.48 0.00
H 3.40 1.22 -0.71 0.00
H 1.85 1.93 -1.24 0.00
H 2.52 0.56 -2.10 0.00